(1)
Density functional theory data (ωB97M-V/def2-TZVPD) for a 10-piece molecular cluster, H20O10 overall in a non-equilibrium geometry.

```
! wB97M-V def2-TZVPD RIJCOSX def2/J DEFGRID3
* xyz -1 2
H 15.415 -3.615 -30.322
H 14.003 -4.146 -31.599
H 18.314 -0.687 -33.973
H 11.643 1.582 -32.128
H 16.206 -2.059 -30.284
H 14.829 -1.527 -32.277
O 15.511 2.013 -34.743
O 15.362 -3.280 -29.427
H 13.432 -0.678 -34.535
H 14.462 -1.082 -29.696
H 14.655 -3.783 -29.023
O 16.481 -1.396 -30.917
O 14.306 -0.877 -32.746
H 13.741 0.617 -35.255
H 16.395 1.061 -31.490
H 13.655 -0.964 -28.421
H 17.406 -1.245 -30.720
H 14.184 -5.635 -31.810
O 16.585 1.187 -32.419
H 17.530 -1.649 -33.105
H 16.144 2.693 -34.975
H 15.940 1.513 -34.049
O 18.213 -1.618 -33.775
H 17.530 1.052 -32.492
O 12.426 1.455 -32.664
H 12.687 0.550 -32.497
O 14.200 -0.456 -29.021
O 14.545 -4.889 -31.332
H 14.828 -0.076 -32.708
O 13.465 -0.287 -35.407
*
```

The LUMO energy (alpha / beta) comes out at 2.64 / 2.74 eV. The HOMO-LUMO gap (alpha / beta) is 2.56 / 10.16 eV.


(2)
Density functional theory data (ωB97M-V/def2-TZVPD) for a 10-piece molecular cluster, H20O10 overall.

```
! wB97M-V def2-TZVPD RIJCOSX def2/J DEFGRID3
* xyz 0 1
O -3.359 0.748 -3.212
H 1.826 -0.547 -3.980
H -1.774 2.652 3.550
H 1.600 -0.817 4.581
O 2.459 -0.777 -3.299
H -0.131 -3.977 3.674
H -0.397 3.262 3.695
O -1.135 3.196 3.090
H 1.273 -1.473 3.257
H -0.018 0.920 0.420
H 3.312 -0.686 -3.724
O -0.116 -0.020 0.271
O -0.772 -4.016 2.964
H -0.649 0.687 -5.314
O -3.234 -1.175 3.092
O 1.996 -1.093 3.755
H -3.434 -0.149 -3.537
H -2.882 -0.888 2.250
H -4.091 1.213 -3.617
H 2.268 5.175 0.776
H -3.230 -0.387 3.635
H 3.493 -3.872 -1.512
H 3.178 -2.562 -0.822
H 0.804 4.790 0.816
O 3.364 -3.484 -0.646
O -0.025 0.459 -6.004
H -0.126 -0.112 -0.682
O 1.444 5.283 0.301
H -1.245 -3.186 3.022
H -0.399 0.838 -6.799
*
```

Its structure (SMILES) is O.O.O.O.O.O.O.O.O.O. The LUMO energy comes out at -0.06 eV. The HOMO-LUMO gap is 10.94 eV.


(3)
Density functional theory data (ωB97M-V/def2-TZVPD) for a 10-piece molecular cluster, H20O10 overall in a non-equilibrium geometry.

```
! wB97M-V def2-TZVPD RIJCOSX def2/J DEFGRID3
* xyz 0 1
O 0.831 2.760 0.734
H 1.038 -0.987 1.103
O 1.224 -1.348 -1.732
H 1.492 -2.088 -1.220
O 2.005 1.368 -1.519
H 1.319 -2.552 1.348
H 1.793 0.448 -1.645
O -1.559 -2.030 -1.554
O -0.253 0.055 0.367
H -1.113 -2.872 -1.474
H -2.041 -2.053 -0.739
H 0.171 -1.336 2.557
H 0.330 -1.393 -1.386
H 0.351 2.341 0.001
H -2.033 -0.785 -2.492
O 1.540 -1.650 1.554
H -1.258 1.792 -2.256
O -2.184 0.130 -2.841
H -0.399 3.045 -1.797
H -3.101 0.013 -3.196
H 0.441 2.337 1.483
H -0.694 -1.664 3.690
H -0.823 -0.041 1.141
O -0.564 -0.963 3.069
O 1.369 1.102 3.239
O -0.888 2.229 -1.501
H 0.697 0.449 3.438
H 1.712 1.416 4.062
H 1.429 1.853 -2.133
H -0.832 0.423 -0.302
*
```

Its structure (SMILES) is O.O.O.O.O.O.O.O.O.O. The LUMO energy comes out at -0.56 eV. The HOMO-LUMO gap is 8.77 eV.


(4)
Density functional theory data (ωB97M-V/def2-TZVPD) for a 10-piece molecular cluster, H20O10 overall in a non-equilibrium geometry.

```
! wB97M-V def2-TZVPD RIJCOSX def2/J DEFGRID3
* xyz 0 1
H 1.791 1.703 -1.486
H 0.059 2.591 1.296
H 3.176 2.044 -2.057
H 2.573 0.099 1.225
O 0.188 2.487 -0.905
O -2.402 -1.177 0.779
H -0.859 -0.642 0.102
H -2.578 -1.976 1.305
O 2.526 1.348 -2.021
H 0.614 -0.075 0.208
O 1.936 -1.197 -2.149
H -2.648 -0.453 1.357
H -0.287 1.993 -1.584
H -0.997 3.517 1.717
H 1.610 0.560 2.216
H -2.312 0.707 -0.863
H 0.595 -1.749 1.124
O -2.927 1.416 -1.057
O -0.180 3.114 2.025
O 1.792 0.633 1.276
H -0.620 -3.569 -0.080
O 0.788 -2.348 1.817
H -1.598 -4.476 0.685
H 2.180 -0.298 -2.193
O 0.040 -0.700 -0.213
H 0.071 -3.000 1.711
H 0.078 3.421 -1.097
H 1.041 -1.219 -1.749
H -2.956 1.458 -1.987
O -0.698 -4.206 0.603
*
```

Its structure (SMILES) is O.O.O.O.O.O.O.O.O.O. The LUMO energy comes out at -0.12 eV. The HOMO-LUMO gap is 9.76 eV.


(5)
Density functional theory data (ωB97M-V/def2-TZVPD) for a 10-piece molecular cluster, H20O10 overall in a non-equilibrium geometry.

```
! wB97M-V def2-TZVPD RIJCOSX def2/J DEFGRID3
* xyz 0 1
H 0.011 0.511 0.795
O -3.383 -1.856 1.646
H -3.759 -2.657 1.263
H -1.444 0.478 0.358
H 4.588 0.401 -0.459
H -4.160 -2.825 -0.954
O -2.992 1.695 -1.771
O 4.662 -0.560 -0.456
H -0.569 4.454 -0.903
H -0.243 -3.616 0.650
O 1.606 -0.397 0.918
H 3.271 -2.222 -2.146
H 4.271 -0.823 0.385
O 0.650 -3.794 0.335
H -3.341 1.068 -1.127
O 3.541 -2.244 -1.220
O -4.286 -1.924 -0.635
H 3.092 -1.486 -0.828
H 1.281 2.610 1.149
H -3.428 -1.505 -0.771
O -0.883 0.412 1.139
H -0.953 5.919 -0.773
H 2.427 -0.121 1.342
O -0.235 5.303 -0.592
H -3.533 -1.182 0.972
H 2.351 3.583 1.615
H 1.895 -0.822 0.103
O 1.461 3.277 1.821
H 0.537 -3.957 -0.609
H -2.435 2.282 -1.248
*
```

Its structure (SMILES) is O.O.O.O.O.O.O.O.O.O. The LUMO energy comes out at -0.38 eV. The HOMO-LUMO gap is 10.30 eV.


(6)
Density functional theory data (ωB97M-V/def2-TZVPD) for a 9-piece molecular cluster, H20O10 overall in a non-equilibrium geometry.

```
! wB97M-V def2-TZVPD RIJCOSX def2/J DEFGRID3
* xyz 0 1
H -0.168 -1.210 1.134
H -2.628 -1.725 2.472
H 0.284 2.204 -0.035
H -0.539 -2.460 -1.564
H -3.642 -0.869 3.160
H 4.262 -0.500 1.369
H -3.808 -0.330 -1.062
H -0.242 4.542 -0.080
H 1.370 0.305 -1.491
H 3.016 -0.779 -0.138
O -0.127 -0.338 0.643
H -1.023 -2.842 -0.037
H 1.263 4.457 0.090
O 0.425 4.440 0.598
O -0.628 1.908 0.036
H -1.786 -2.022 1.020
O 4.789 -0.345 0.532
H -3.151 1.022 -1.475
O -3.423 -1.155 2.247
H -0.815 2.088 1.004
O -1.777 -2.180 0.071
H 0.518 0.242 1.060
H 0.480 1.131 -2.305
O 0.566 0.806 -1.329
O -3.944 0.454 -1.550
H 5.463 -1.012 0.531
H 3.038 -2.163 0.247
H 0.667 -2.265 -2.504
O 3.604 -1.454 0.242
O 0.194 -1.863 -1.665
*
```

The LUMO energy comes out at -0.08 eV. The HOMO-LUMO gap is 7.78 eV.


(7)
Density functional theory data (ωB97M-V/def2-TZVPD) for a 10-piece molecular cluster, H20O10 overall.

```
! wB97M-V def2-TZVPD RIJCOSX def2/J DEFGRID3
* xyz 0 1
O 26.174 -2.521 -4.812
O 22.953 2.296 -5.132
H 29.277 0.677 -4.036
H 26.424 -1.904 -5.529
H 24.213 0.821 -3.106
O 28.186 0.928 -6.716
H 26.346 -3.395 -5.174
O 23.362 0.584 -2.678
O 26.194 -0.898 -7.102
H 23.331 2.014 -4.289
O 28.521 1.263 -3.893
O 25.727 1.150 -3.881
H 25.735 2.077 -4.153
O 26.777 -0.742 -1.621
H 26.664 0.123 -2.027
H 22.043 2.521 -4.920
H 26.620 0.826 -4.082
H 24.456 4.813 -4.372
O 25.956 4.272 -5.116
H 23.374 -0.377 -2.640
O 23.716 5.408 -4.125
H 26.852 -0.248 -6.763
H 25.337 -0.475 -6.967
H 26.341 5.117 -5.381
H 28.909 0.434 -7.125
H 26.330 3.632 -5.736
H 28.733 1.732 -3.076
H 25.880 -1.048 -1.457
H 23.626 6.007 -4.872
H 28.539 1.237 -5.864
*
```

Its structure (SMILES) is O.O.O.O.O.O.O.O.O.O. The LUMO energy comes out at -0.43 eV. The HOMO-LUMO gap is 10.06 eV.


(8)
Density functional theory data (ωB97M-V/def2-TZVPD) for a 10-piece molecular cluster, H20O10 overall in a non-equilibrium geometry.

```
! wB97M-V def2-TZVPD RIJCOSX def2/J DEFGRID3
* xyz 0 1
H 1.240 -2.086 3.712
O 1.037 1.197 0.342
H -3.574 -1.480 1.056
O -3.393 -1.479 2.003
H -0.151 5.158 0.191
H -1.274 0.433 -2.302
H 2.641 -4.901 1.248
H -0.373 0.862 2.806
O 1.617 -2.832 3.169
O 0.903 3.257 -2.894
O -0.857 1.676 2.636
O -0.929 4.691 -0.239
O 3.400 -4.483 1.632
H 0.561 -1.076 -4.451
H 1.402 1.871 0.930
H -0.014 -0.807 0.816
H 0.604 2.943 -3.783
H 1.414 1.436 -0.477
H 0.907 -0.696 -5.877
H 0.231 2.943 -2.284
H -3.611 -2.338 2.177
H -0.984 -0.816 -0.341
H 1.927 -3.499 3.786
O -0.960 -0.619 0.593
H -0.797 3.846 0.215
H -1.578 1.379 2.132
H -2.683 0.297 -2.276
O -1.954 -0.234 -2.071
H 3.153 -3.709 2.022
O 1.256 -1.143 -5.082
*
```

Its structure (SMILES) is O.O.O.O.O.O.O.O.O.O. The LUMO energy comes out at -0.28 eV. The HOMO-LUMO gap is 10.39 eV.


(9)
Density functional theory data (ωB97M-V/def2-TZVPD) for H20O10 as an isolated structure in a non-equilibrium geometry.

```
! wB97M-V def2-TZVPD RIJCOSX def2/J DEFGRID3
* xyz 0 1
H 0.367 -3.529 -2.110
H -1.831 0.867 2.742
O -0.218 -3.497 -1.345
H -0.498 4.677 -1.205
O 5.381 -1.071 -0.021
H -2.215 -2.600 -0.957
H 4.423 -1.171 -0.009
O -3.500 1.857 -2.706
H -2.315 0.107 0.088
O -1.640 0.082 -0.600
O 1.566 0.754 -0.395
H 0.769 0.545 -0.894
H -1.522 -0.857 -0.780
H -2.443 -3.918 -0.235
O -1.580 1.795 2.806
O 5.470 0.677 0.058
H -3.837 1.996 -3.598
H 5.173 1.590 0.141
O -2.328 -1.179 2.875
H 5.698 -1.900 -0.397
H -2.418 2.258 2.919
H -1.569 -0.657 3.161
O -2.636 -2.976 -0.175
H -0.693 5.284 0.174
H 6.304 0.657 0.540
H -2.939 1.078 -2.786
O -0.050 4.806 -0.362
H 0.019 -4.280 -0.836
H 1.316 0.602 0.523
H -2.256 -1.995 3.383
*
```

The LUMO energy comes out at 0.07 eV. The HOMO-LUMO gap is 9.09 eV.


So what do the calculations give for total energy? Going down the list: -20799.54482 -20799.06945 -20799.38951 -20799.78734 -20797.06673 -20791.36145 -20799.87739 -20798.45810 -20796.24494 eV.
So what do the calculations give for energy relative to the best compared isomer or geometry (same formula, charge and spin)? Going down the list: 81.6 341.9 311.0 272.6 535.1 1085.6 263.9 400.9 614.4 kJ/mol.